Entry 1:
Formula: C35H45Cl5PSr
Source: OMol25
Level of theory: ωB97M-V/def2-TZVPD

Results
Orbital gap, eV: 8.344
Lowest unoccupied orbital energy, eV: -2.78
E, Ha: -4033.56011
Charge: +1

Last column: Mulliken charge in e.
Positions of all 87 atoms, in Å:
1 Sr -0.745 -0.699 1.587  1.7674
2 Cl -2.197 -0.718 4.361  -0.2939
3 C -2.646 -2.271 3.622  1.6496
4 C -2.190 -2.504 2.343  -2.6397
5 C -2.590 -3.713 1.797  1.2655
6 Cl -2.095 -4.066 0.162  -0.2365
7 C -3.375 -4.642 2.469  -0.5020
8 Cl -3.829 -6.118 1.718  -0.1701
9 C -3.794 -4.358 3.771  0.9380
10 Cl -4.762 -5.478 4.634  -0.1691
11 C -3.428 -3.153 4.363  -0.6924
12 Cl -3.942 -2.766 5.956  -0.1813
13 C 1.519 -4.893 -2.933  -1.5173
14 C 0.767 -4.607 -1.622  0.3328
15 C 1.417 -5.356 -0.455  -1.6324
16 C 0.688 -3.107 -1.412  -0.8092
17 C -0.381 -2.375 -1.923  0.1115
18 C -0.438 -0.988 -1.857  0.6260
19 C -1.653 -0.281 -2.438  0.5003
20 C -2.936 -0.735 -1.722  -1.4228
21 C -1.774 -0.502 -3.950  -1.5586
22 C 0.644 -0.285 -1.272  0.9103
23 C 1.702 -1.017 -0.696  0.7577
24 C 1.692 -2.409 -0.755  0.2804
25 C 2.904 -0.312 -0.088  1.6762
26 C 4.157 -0.504 -0.951  -1.5992
27 C 3.164 -0.750 1.359  -1.5613
28 C 0.854 1.182 -1.645  -2.0534
29 C 1.350 1.326 -2.950  -1.0147
30 C 1.546 2.564 -3.539  -1.1049
31 C 1.240 3.714 -2.823  -0.9801
32 C 0.777 3.594 -1.524  -0.5345
33 C 0.592 2.348 -0.904  1.3141
34 P 0.016 2.287 0.837  1.1015
35 C 1.239 3.242 1.898  1.8704
36 C 2.503 2.383 2.005  -2.0512
37 C 0.601 3.353 3.293  -2.0556
38 C 1.664 4.630 1.423  -1.8804
39 C -1.655 3.154 0.901  2.3667
40 C -1.672 4.681 0.987  -1.8685
41 C -2.381 2.580 2.131  -1.6127
42 C -2.427 2.710 -0.345  -2.1695
43 H 1.552 -5.968 -3.131  0.4563
44 H 2.548 -4.527 -2.863  0.3225
45 H 1.040 -4.401 -3.786  0.3476
46 H -0.254 -4.976 -1.743  0.4226
47 H 2.501 -5.202 -0.440  0.3314
48 H 1.245 -6.429 -0.559  0.4685
49 H 1.008 -5.042 0.508  0.3011
50 H -1.203 -2.917 -2.393  0.6610
51 H -1.531 0.785 -2.276  -0.1038
52 H -3.129 -1.800 -1.887  0.3546
53 H -3.802 -0.172 -2.081  0.4312
54 H -2.879 -0.592 -0.636  0.2796
55 H -1.909 -1.563 -4.184  0.3015
56 H -0.880 -0.149 -4.473  0.3544
57 H -2.637 0.042 -4.347  0.4538
58 H 2.526 -2.961 -0.322  0.3198
59 H 2.677 0.746 -0.080  -1.1313
60 H 4.426 -1.565 -1.014  0.2869
61 H 5.007 0.037 -0.524  0.4589
62 H 3.993 -0.134 -1.969  0.3416
63 H 3.454 -1.802 1.414  0.3436
64 H 2.279 -0.622 1.993  0.2177
65 H 3.969 -0.158 1.804  0.4730
66 H 1.568 0.423 -3.518  0.6576
67 H 1.929 2.629 -4.553  0.4331
68 H 1.369 4.697 -3.267  0.4696
69 H 0.560 4.498 -0.974  0.3882
70 H 2.290 1.363 2.336  0.2372
71 H 3.174 2.836 2.743  0.6163
72 H 3.042 2.344 1.056  0.3627
73 H 0.219 2.392 3.651  0.3006
74 H -0.214 4.080 3.322  0.2975
75 H 1.362 3.686 4.003  0.5648
76 H 2.249 4.583 0.506  0.3889
77 H 2.308 5.064 2.196  0.5631
78 H 0.827 5.314 1.276  0.2585
79 H -1.171 5.053 1.882  0.3484
80 H -2.716 5.007 1.043  0.5338
81 H -1.237 5.163 0.110  0.2896
82 H -1.881 2.819 3.071  0.2412
83 H -2.492 1.488 2.075  0.3527
84 H -3.392 2.992 2.179  0.5082
85 H -2.004 3.124 -1.261  0.3515
86 H -3.465 3.049 -0.263  0.6410
87 H -2.449 1.621 -0.442  0.3459

***

Entry 2:
Formula: C35H45ClKN2
Source: OMol25
Level of theory: ωB97M-V/def2-TZVPD

Results
Orbital gap, eV: 4.619
Lowest unoccupied orbital energy, eV: 2.03
E, Ha: -2530.38886
Charge: -1

Last column: Mulliken charge in e.
Positions of all 84 atoms, in Å:
1 K -0.138 -0.076 0.408  0.9320
2 C -2.671 0.803 1.593  0.5951
3 C -1.672 1.268 2.480  0.3880
4 C -1.081 0.143 3.095  0.7412
5 C -1.717 -1.017 2.599  0.3189
6 C -2.699 -0.610 1.668  0.5498
7 C -3.653 -1.477 0.895  -1.6169
8 C -1.391 -2.421 3.029  -1.5675
9 C -0.006 0.172 4.145  -1.6741
10 C -1.307 2.698 2.771  -1.7086
11 C -3.604 1.621 0.746  -1.4824
12 H -4.701 -1.250 1.127  0.3387
13 H -3.502 -2.537 1.110  0.3959
14 H -3.550 -1.361 -0.193  0.1868
15 H -1.492 -2.554 4.112  0.3240
16 H -0.364 -2.722 2.780  0.1097
17 H -2.052 -3.150 2.555  0.3913
18 H -0.404 0.117 5.167  0.3122
19 H 0.588 1.088 4.086  0.4406
20 H 0.696 -0.663 4.039  0.3026
21 H -1.430 2.946 3.832  0.3236
22 H -1.931 3.394 2.208  0.3960
23 H -0.266 2.934 2.517  0.2066
24 H -4.654 1.493 1.038  0.3118
25 H -3.554 1.357 -0.320  0.1709
26 H -3.382 2.688 0.814  0.3626
27 C -1.606 -0.582 -7.245  -2.2016
28 C -0.537 -1.398 -6.519  2.1206
29 C -0.802 -2.887 -6.776  -1.6019
30 C 0.838 -1.018 -7.085  -1.5495
31 C -0.543 -1.134 -5.015  0.1807
32 C -1.397 -0.235 -4.397  -0.5750
33 C -1.309 -0.058 -3.022  -0.8577
34 N -0.445 -0.701 -2.250  0.3752
35 C 0.388 -1.568 -2.830  -0.0698
36 C 0.359 -1.807 -4.194  -0.3412
37 C 1.372 -2.267 -1.924  -0.9224
38 C 2.391 -3.064 -2.429  0.2229
39 C 3.298 -3.668 -1.568  0.6782
40 C 3.123 -3.435 -0.210  -0.7331
41 C 2.094 -2.614 0.209  -0.8809
42 N 1.228 -2.043 -0.624  0.1353
43 C 4.479 -4.498 -2.066  2.1596
44 C 4.450 -4.693 -3.581  -2.2434
45 C 4.461 -5.876 -1.394  -1.7367
46 C 5.775 -3.764 -1.696  -1.6344
47 H -1.564 -0.803 -8.314  0.4402
48 H -1.449 0.491 -7.120  0.4133
49 H -2.610 -0.825 -6.891  0.4131
50 H -0.804 -3.086 -7.851  0.4521
51 H -1.770 -3.187 -6.369  0.3652
52 H -0.037 -3.517 -6.319  0.3082
53 H 0.862 -1.199 -8.163  0.4380
54 H 1.636 -1.602 -6.626  0.3181
55 H 1.053 0.037 -6.907  0.3790
56 H -2.130 0.333 -4.953  0.4847
57 H -1.967 0.644 -2.521  0.4437
58 H 1.042 -2.522 -4.630  0.2276
59 H 2.500 -3.187 -3.495  0.3265
60 H 3.802 -3.840 0.529  0.3272
61 H 1.984 -2.369 1.262  0.4161
62 H 3.542 -5.206 -3.905  0.4027
63 H 5.306 -5.300 -3.884  0.4440
64 H 4.515 -3.739 -4.110  0.4287
65 H 3.540 -6.413 -1.629  0.4042
66 H 4.536 -5.795 -0.310  0.2911
67 H 5.308 -6.472 -1.746  0.4534
68 H 5.810 -2.780 -2.167  0.3179
69 H 6.641 -4.343 -2.031  0.5081
70 H 5.859 -3.618 -0.618  0.2901
71 Cl 3.709 0.367 -2.416  -0.2811
72 C 3.673 0.314 -0.649  0.2598
73 C 4.611 -0.465 -0.018  -0.5036
74 C 4.649 -0.580 1.372  -0.6732
75 C 3.703 0.163 2.093  -0.6160
76 C 2.787 0.978 1.471  -0.0231
77 C 2.700 1.126 0.032  0.5407
78 C 1.764 1.930 -0.586  -1.6622
79 H 5.324 -1.006 -0.630  0.4898
80 H 5.391 -1.193 1.864  0.3986
81 H 3.701 0.116 3.178  0.3654
82 H 2.102 1.567 2.074  0.2977
83 H 1.747 2.057 -1.659  0.2150
84 H 1.153 2.598 0.014  0.3252